Record 1
Computed, not measured: C4H7BO2 in the gas phase at a distorted geometry, with wB97M-V/def2-TZVPD.

The geometry in XYZ format:
```
14
Properties=species:S:1:pos:R:3:lowdin_charge:R:1
O 0.892 -0.387 0.779 0.15
O 1.847 1.362 1.907 0.12
C 0.206 1.802 0.225 -0.03
C -0.268 -2.257 -0.247 0.01
C -0.678 0.698 -0.708 -0.02
C 1.094 0.941 1.052 -0.48
B -0.127 -0.667 -0.119 -0.38
H 0.122 -2.758 -1.149 0.07
H 0.835 2.407 -0.420 0.11
H 0.188 -2.684 0.567 0.02
H -1.704 0.866 -0.710 0.06
H -1.395 -2.493 -0.424 0.10
H -0.540 0.804 -1.784 0.10
H -0.474 2.367 1.031 0.17
```

For the energy relative to the best compared isomer or geometry (same formula, charge and spin), the calculation gives 62.7 kJ/mol. The calculation puts the strongest force on any atom at 0.0977 Eh/bohr. The energy is -331.9810 Ha. Its HOMO-LUMO gap is 0.3956 Eh. The HOMO energy is -10.321 eV. Its SMILES is CB1CCC(=O)O1.



Record 2
Computed, not measured: a molecular structure, C41H37N7O2Ti, with wB97M-V/def2-TZVPD.

The geometry in XYZ format:
```
88
Properties=species:S:1:pos:R:3:lowdin_charge:R:1
Ti -0.227 -0.197 0.198 1.28
O -4.815 -1.075 0.651 0.08
O 0.108 2.236 -3.029 0.13
N -1.974 0.278 -0.995 0.08
N 0.612 0.765 -1.426 0.06
N -0.599 -2.165 0.101 -0.05
N -0.619 1.649 1.184 0.01
N 1.762 -1.068 0.261 0.01
N -2.695 -0.836 1.373 0.17
N 0.223 -0.593 2.223 -0.20
C 4.380 -1.898 0.567 0.04
C -1.398 2.585 3.248 0.05
C -0.946 -2.816 -1.035 -0.08
C -3.443 -1.381 2.572 -0.19
C 3.627 -2.330 -0.514 0.01
C 2.333 -1.881 -0.648 -0.08
C 3.781 -1.098 1.537 0.05
C -0.113 -4.232 1.154 0.01
C 1.570 2.391 -2.895 0.04
C 1.627 -0.110 2.432 -0.06
C 2.263 -0.587 -3.622 -0.06
C -3.262 -0.003 -0.785 -0.12
C -2.820 -2.581 3.240 -0.24
C -2.722 -3.801 2.576 -0.05
C -4.284 0.461 -1.606 0.10
C -2.213 -4.916 3.230 -0.06
C -1.704 1.099 -2.032 -0.17
C -2.643 1.637 -2.872 0.10
C -0.462 -4.903 -0.008 0.04
C -1.895 -3.609 5.223 -0.03
C -0.283 1.369 -2.178 -0.36
C 0.123 -2.085 2.444 -0.03
C 3.084 -1.388 -4.405 -0.04
C -3.978 1.294 -2.665 0.08
C -0.895 -4.183 -1.121 0.01
C -0.657 0.197 3.130 -0.08
C 4.199 0.356 -2.547 -0.03
C 2.466 -0.740 1.369 -0.23
C -3.568 -0.699 0.467 -0.34
C -0.191 -2.860 1.189 -0.23
C -4.864 -1.643 2.006 0.02
C -0.917 1.534 2.504 -0.23
C -1.185 3.972 1.308 0.02
C -2.409 -2.495 4.568 -0.05
C 2.821 0.268 -2.674 -0.26
C 1.974 1.258 -1.917 -0.17
C 4.466 -1.315 -4.260 -0.03
C 5.022 -0.435 -3.340 -0.03
C -0.738 2.879 0.618 -0.06
C -1.800 -4.821 4.554 -0.03
C -1.547 3.824 2.647 0.05
H -0.405 -5.985 -0.050 0.15
H -1.581 -0.333 3.280 0.08
H 4.642 1.051 -1.837 0.13
H -0.675 -2.295 3.157 0.10
H 6.100 -0.352 -3.250 0.13
H 1.654 0.975 2.383 0.15
H 1.727 -2.192 -1.482 0.12
H -5.648 -1.136 2.555 0.15
H -3.069 -3.894 1.547 0.13
H 5.411 -2.216 0.682 0.15
H -0.182 0.316 4.103 0.17
H 2.518 1.647 -1.064 0.15
H 1.996 2.251 -3.876 0.15
H -5.303 0.177 -1.381 0.15
H 1.186 -0.628 -3.766 0.12
H 4.313 -0.811 2.436 0.15
H -1.632 2.444 4.299 0.15
H -2.517 -1.559 5.113 0.13
H -1.917 4.670 3.214 0.15
H -3.487 -0.572 3.305 0.15
H 4.039 -2.998 -1.260 0.14
H -1.258 -2.213 -1.872 0.13
H -2.162 -5.869 2.715 0.13
H -1.247 4.932 0.812 0.14
H -0.456 2.984 -0.415 0.11
H -5.105 -2.694 1.924 0.14
H 2.650 -2.048 -5.149 0.12
H 1.979 -0.402 3.417 0.16
H -1.440 -5.700 5.076 0.13
H -2.338 2.292 -3.679 0.16
H 1.043 -2.463 2.883 0.16
H 5.107 -1.926 -4.884 0.13
H -4.757 1.689 -3.307 0.15
H 0.219 -4.777 2.033 0.15
H -1.597 -3.537 6.261 0.13
H -1.184 -4.680 -2.039 0.14
H 1.770 3.399 -2.549 0.15
```

For the energy relative to the best compared isomer or geometry (same formula, charge and spin), the calculation gives 65.0 kJ/mol. The calculation puts the strongest force on any atom at 0.0182 Eh/bohr. The energy is -2966.5698 Ha. Its HOMO-LUMO gap is 0.2046 Eh. The HOMO energy is -18.755 eV. As for the charge: +4.



Record 3
Computed, not measured: 3 unconnected molecules or ions with the total composition C6H12N2 at a distorted geometry, with wB97M-V/def2-TZVPD.

The geometry in XYZ format:
```
20
Properties=species:S:1:pos:R:3:lowdin_charge:R:1
N 0.482 -2.009 0.415 0.11
N 2.106 0.749 -1.495 0.08
C -1.046 -0.447 2.434 -0.04
C 0.116 -0.745 0.628 -0.23
C 0.922 0.319 -1.454 -0.32
C 0.210 -0.210 -2.662 -0.10
C -0.603 1.824 0.502 -0.08
C -0.173 0.433 0.344 -0.15
H -0.458 2.155 1.533 0.08
H -1.249 -1.501 2.618 -0.01
H -0.232 -2.721 0.489 0.11
H 1.455 -2.270 0.494 0.11
H -0.832 0.119 -2.667 0.07
H 2.464 1.009 -0.570 0.04
H 0.688 0.130 -3.587 0.07
H -1.977 0.107 2.341 0.00
H -1.666 1.915 0.267 0.09
H -0.377 -0.028 3.182 0.00
H 0.213 -1.303 -2.641 0.07
H -0.043 2.474 -0.173 0.08
```

For the energy relative to the best compared isomer or geometry (same formula, charge and spin), the calculation gives 600.7 kJ/mol. The calculation puts the strongest force on any atom at 0.1253 Eh/bohr. The energy is -345.0991 Ha. Its HOMO-LUMO gap (spin up / spin down) is 0.2650 / 0.2650 Eh. The HOMO energy (spin up / spin down) is -6.441 / -6.440 eV.



Record 4
Computed, not measured: 3 unconnected molecules or ions with the total composition C5H7NO at a distorted geometry, with wB97M-V/def2-TZVPD.

The geometry in XYZ format:
```
14
Properties=species:S:1:pos:R:3:lowdin_charge:R:1
O 1.563 0.489 -0.762 -0.12
N 2.174 -1.730 0.645 0.12
C -0.923 -0.589 0.772 -0.19
C -1.532 -0.456 -0.577 -0.15
C -1.242 0.651 0.390 -0.16
C 1.176 -1.080 0.642 0.05
C 0.841 1.460 -0.538 -0.18
H 0.325 1.950 -1.377 0.10
H 2.984 -1.480 0.097 0.08
H -1.023 -1.277 1.595 0.10
H -1.762 1.466 0.872 0.10
H -0.919 -0.525 -1.482 0.08
H -2.537 -0.874 -0.696 0.09
H 0.874 1.995 0.419 0.09
```

For the energy relative to the best compared isomer or geometry (same formula, charge and spin), the calculation gives 636.9 kJ/mol. The calculation puts the strongest force on any atom at 0.0218 Eh/bohr. The energy is -324.4819 Ha. Its HOMO-LUMO gap is 0.3330 Eh. The HOMO energy is -8.348 eV.



Record 5
Computed, not measured: 8 unconnected molecules or ions with the total composition C34H58F5N8O7 at a distorted geometry, with wB97M-V/def2-TZVPD.

The geometry in XYZ format:
```
112
Properties=species:S:1:pos:R:3:lowdin_charge:R:1
F 7.097 -1.318 2.034 0.16
F 1.395 -0.726 1.775 0.13
F 7.480 -0.704 -0.075 0.17
F 1.515 1.195 2.826 0.16
F 2.666 -0.512 3.542 0.13
O 2.706 -5.563 4.229 0.01
O -5.214 -3.632 1.839 -0.02
O -0.659 -1.135 -2.338 -0.01
O 2.725 4.593 1.169 0.00
O 4.611 4.551 -1.688 -0.03
O -0.843 4.689 -4.306 -0.01
O -10.436 -5.030 -0.943 -0.01
N -7.176 -3.297 0.737 -0.19
N 0.816 -4.580 3.433 -0.20
N -1.053 2.446 -4.619 -0.19
N -2.377 -1.887 -1.045 -0.19
N 3.745 6.350 2.187 -0.19
N -10.601 -7.153 -1.740 -0.20
N 2.865 5.600 -2.712 -0.17
N 7.986 0.731 1.690 0.07
C -11.723 -7.466 -0.870 -0.03
C 5.564 1.362 0.121 -0.01
C -10.060 -5.924 -1.680 -0.35
C 5.675 0.301 1.017 -0.14
C -5.989 -3.889 0.930 -0.37
C 4.375 2.020 -0.075 0.00
C 1.526 -3.365 3.074 -0.05
C -1.114 -1.485 -1.262 -0.34
C 3.696 6.074 -3.807 -0.03
C -3.306 -1.922 -2.160 -0.03
C 2.209 0.112 2.440 -0.56
C 3.422 4.871 -1.741 -0.39
C 8.969 1.289 0.976 0.02
C 3.503 5.809 3.514 -0.03
C 1.512 -5.589 3.995 -0.36
C -2.164 2.606 -5.542 -0.04
C 9.744 2.274 1.540 0.00
C -0.497 3.540 -4.082 -0.36
C -0.610 -4.670 3.179 -0.05
C -10.103 -8.172 -2.644 -0.05
C 9.507 2.689 2.846 0.02
C -2.838 -2.289 0.273 -0.05
C 7.066 -0.323 1.134 -0.45
C 8.475 2.081 3.572 0.02
C -7.601 -2.264 1.666 -0.04
C 4.599 -0.122 1.759 0.05
C 1.446 5.935 -2.704 -0.04
C 4.442 7.616 2.056 -0.05
C 3.394 0.562 1.578 -0.09
C 7.740 1.109 2.952 0.01
C -8.055 -3.653 -0.370 -0.05
C 3.274 1.608 0.697 0.02
C -0.578 1.107 -4.305 -0.05
C 3.316 5.660 1.119 -0.33
H 10.100 3.474 3.312 0.13
H 0.335 3.306 -3.394 0.13
H -2.502 1.632 -5.889 0.09
H -2.032 -2.208 1.000 0.08
H 2.343 2.155 0.562 0.12
H 4.276 2.841 -0.799 0.08
H 1.331 7.021 -2.686 0.10
H 0.975 5.539 -3.598 0.05
H 4.144 5.221 -4.319 0.09
H 0.844 -2.647 2.637 0.06
H -5.762 -4.658 0.171 0.13
H 5.435 7.533 2.503 0.09
H 4.680 -0.952 2.458 0.14
H 8.214 2.345 4.594 0.13
H -11.424 -7.340 0.171 0.09
H 3.547 6.155 0.166 0.12
H -0.248 0.621 -5.225 0.10
H -0.995 -5.635 3.501 0.08
H -0.797 -4.553 2.110 0.08
H 4.547 7.888 1.007 0.09
H 2.431 5.688 3.669 0.10
H 6.439 1.690 -0.450 0.13
H -1.846 3.208 -6.395 0.09
H -3.661 -1.643 0.582 0.09
H -4.281 -2.267 -1.823 0.08
H 3.879 8.396 2.571 0.09
H 10.544 2.757 0.983 0.13
H 0.958 5.511 -1.828 0.10
H -10.901 -8.477 -3.324 0.09
H 2.705 4.566 -0.965 0.11
H -9.000 -4.002 0.019 0.06
H -6.875 -1.449 1.664 0.09
H -3.401 -0.923 -2.589 0.09
H -2.984 3.122 -5.042 0.09
H -12.547 -6.783 -1.077 0.09
H -1.386 0.530 -3.862 0.07
H 2.315 -3.606 2.358 0.10
H 9.110 0.962 -0.052 0.16
H -9.770 -9.038 -2.068 0.09
H 3.977 4.830 3.601 0.09
H -7.651 -2.678 2.674 0.09
H 1.985 -2.939 3.967 0.09
H -2.926 -2.594 -2.932 0.10
H -12.049 -8.490 -1.034 0.09
H 3.097 6.648 -4.509 0.09
H 0.252 1.145 -3.605 0.08
H -7.607 -4.437 -0.978 0.08
H -9.267 -7.791 -3.227 0.08
H 4.498 6.699 -3.413 0.09
H -8.223 -2.770 -0.991 0.10
H 6.916 0.647 3.494 0.16
H 3.907 6.479 4.270 0.09
H -0.497 -1.498 -0.350 0.12
H -8.578 -1.883 1.379 0.09
H 0.889 -6.467 4.233 0.13
H -3.185 -3.321 0.239 0.08
H -9.216 -5.789 -2.379 0.13
H -1.131 -3.881 3.724 0.09
```

The calculation puts the strongest force on any atom at 0.0436 Eh/bohr. The energy is -2794.2019 Ha. Its HOMO-LUMO gap is 0.2224 Eh. The HOMO energy is -10.296 eV. As for the charge: +1.